1.
Molecular formula: C4H13N2O2
Method: DFT, ωB97M-V/def2-TZVPD

Summary:
- energy relative to the best compared isomer or geometry (same formula, charge and spin) (kJ/mol) = 195.22
- Kohn-Sham gap (eV) = 7.25
- lowest unoccupied orbital energy (eV) = 4.1208
- total charge = -1
- electronic energy (eV) = -11432.7135
- F_max (eV Å⁻¹) = 4.01

Each line ends with the Mulliken charge.
Positions of all 21 atoms, in Å:
N -0.9611 -1.5116 2.3392  -0.8303
C -0.6537 -0.9562 0.9604  0.3321
C -0.8592 0.6635 0.9339  -0.9533
C -0.6759 0.9903 -0.6014  -0.3101
O 0.6237 1.1873 -0.7541  -0.9984
C 0.8292 -1.2516 0.4887  -0.8366
N 0.9894 -2.5688 -0.2536  -0.6850
H -0.5006 -2.4459 2.3140  0.2853
H -1.9498 -1.7692 2.2805  0.2856
H -1.4208 -1.2924 0.2007  0.2320
H -1.8375 0.9470 1.2414  0.3980
H -0.0148 1.1906 1.3898  0.3087
H -1.2248 0.3601 -1.5016  0.1325
H -1.2197 1.9568 -0.8555  0.3425
H 1.2360 -0.3786 -0.0654  0.3815
H 1.5272 -1.3039 1.4470  0.3634
H 0.5175 -2.1820 -1.0972  0.3319
H 2.0230 -2.6874 -0.3150  0.2647
H 0.8102 2.6137 -3.1873  0.2531
H 0.6516 2.4939 -1.6422  0.4299
O 0.5467 3.1107 -2.4332  -0.7276

---

2.
Molecular formula: C16H26N2O3S
Method: DFT, ωB97M-V/def2-TZVPD

Summary:
- SMILES = CCCCCCNC(=O)CCNS(=O)(=O)c1ccc(C)cc1
- energy relative to the best compared isomer or geometry (same formula, charge and spin) (kJ/mol) = 132.32
- Kohn-Sham gap (eV) = 9.87
- lowest unoccupied orbital energy (eV) = 0.5047
- total charge = 0
- electronic energy (eV) = -36972.6828
- F_max (eV Å⁻¹) = 1.12

Each line ends with the Mulliken charge.
Positions of all 48 atoms, in Å:
C 4.1413 1.4000 -4.9522  -1.2836
C 3.3708 1.4522 -3.6388  -0.3209
C 2.1183 0.5801 -3.6798  -0.7806
C 1.3402 0.6330 -2.3678  -0.3143
C 0.0872 -0.2383 -2.4106  -0.9400
H 0.3679 -1.2752 -2.6137  0.3353
H -0.5616 0.0950 -3.2224  0.3295
C -0.7034 -0.1749 -1.1030  -0.5009
N 0.0516 -0.7013 0.0109  0.1281
C 0.4863 0.0586 1.0366  0.6159
O 0.2269 1.2422 1.1363  -0.6881
C 1.3063 -0.7170 2.0573  -0.8166
H 2.2114 -1.0947 1.5756  0.5690
H 0.7220 -1.5703 2.4053  0.3616
C 1.7000 0.1396 3.2678  -1.1158
N 0.5966 0.8258 3.8951  -0.3320
S -0.6404 -0.1116 4.5016  1.3973
O -1.3380 0.6851 5.4653  -0.7435
O -0.0697 -1.3624 4.9166  -0.6737
C -1.7695 -0.4050 3.1365  -0.0124
C -2.4337 0.6700 2.5790  -0.5593
C -3.2966 0.4578 1.5201  -0.4934
C -3.5067 -0.8244 1.0202  0.7536
C -2.8403 -1.8937 1.6077  -0.5851
C -1.9722 -1.6861 2.6663  -0.5319
H -1.4563 -2.5042 3.1457  0.5687
H -3.0059 -2.8955 1.2377  0.3675
C -4.4625 -1.0441 -0.1126  -1.6607
H -5.4847 -1.0559 0.2659  0.4413
H -4.2757 -1.9947 -0.6062  0.3626
H -4.3888 -0.2414 -0.8431  0.3776
H -3.8156 1.2933 1.0745  0.4125
H -2.2744 1.6568 2.9833  0.4173
H 0.2383 1.5749 3.3183  0.3769
H 2.1383 -0.5071 4.0303  0.3870
H 2.4293 0.8966 2.9712  0.4312
H 0.3200 -1.6716 -0.0325  0.2742
H -1.6354 -0.7406 -1.1998  0.1732
H -0.9399 0.8607 -0.8510  0.3762
H 1.9858 0.3018 -1.5513  0.2011
H 1.0515 1.6643 -2.1562  0.2981
H 1.4736 0.9149 -4.4959  0.3637
H 2.4059 -0.4532 -3.8902  0.3556
H 3.0830 2.4842 -3.4271  0.3355
H 4.0173 1.1168 -2.8247  0.3203
H 4.4541 0.3814 -5.1716  0.3202
H 5.0278 2.0276 -4.9013  0.3801
H 3.5196 1.7504 -5.7733  0.3216

---

3.
Molecular formula: C4H8NO
Method: DFT, ωB97M-V/def2-TZVPD

Summary:
- SMILES = C[N+](=O)C1CC1
- energy relative to the best compared isomer or geometry (same formula, charge and spin) (kJ/mol) = 445.50
- Kohn-Sham gap (eV) = 9.11
- lowest unoccupied orbital energy (eV) = -6.3368
- total charge = +1
- electronic energy (eV) = -7803.4856
- F_max (eV Å⁻¹) = 3.68

Each line ends with the Mulliken charge.
Positions of all 14 atoms, in Å:
C 1.6075 0.2906 -0.7276  -0.3882
C 1.6910 0.3665 0.7028  -0.4186
C 0.3452 -0.4681 -0.2958  -0.0359
C -2.0664 -0.4171 0.1200  -0.9843
N -0.7820 0.2592 -0.0605  0.4602
O -0.8003 1.4646 0.0073  -0.4015
H 1.4756 1.2993 -1.3000  0.2603
H 2.2350 -0.3497 -1.3957  0.3143
H 2.3692 -0.2596 1.2365  0.3072
H 1.1648 1.0516 1.3085  0.3106
H 0.0836 -1.5645 -0.2865  0.4317
H -2.4347 -0.4407 -0.8154  0.4131
H -2.8313 0.0483 0.8090  0.3171
H -2.0571 -1.2803 0.6974  0.4141

---

4.
Molecular formula: C5H5NO
Method: DFT, ωB97M-V/def2-TZVPD

Summary:
- energy relative to the best compared isomer or geometry (same formula, charge and spin) (kJ/mol) = 451.45
- Kohn-Sham gap (eV) = 8.16
- lowest unoccupied orbital energy (eV) = 0.0394
- total charge = 0
- electronic energy (eV) = -8798.7401
- F_max (eV Å⁻¹) = 0.65

Each line ends with the Mulliken charge.
Positions of all 12 atoms, in Å:
O -1.7962 -0.5442 1.9043  -0.4640
C -1.1405 -0.7225 0.9077  -0.1613
C -0.3411 0.3805 0.2401  0.5546
C 1.2466 0.0409 0.2201  -0.5106
C -0.6201 0.4813 -1.2590  -0.8597
C 0.6478 0.1851 -1.5158  0.4004
N 1.8222 -0.0959 -1.2471  -0.5964
H -1.0927 -1.7064 0.3842  0.3654
H -0.4981 1.3060 0.8012  0.3264
H 1.4520 -0.9135 0.6990  0.3051
H 1.8102 0.8406 0.6961  0.2546
H -1.4902 0.7481 -1.8308  0.3854

---

- Which of these has the highest electronic energy?
  C4H8NO